*A*
Formula: C32H34IN11O10P2SW
Source: the OMol25 dataset
Level of theory: ωB97M-V with the def2-TZVPD basis set

Each line ends with the Mulliken charge.
Atoms and positions in Å:
W  1.7537  -0.4207  1.8041  1.44
C  0.1762  -4.6206  2.4047  -0.94
C  -0.9295  -3.6216  2.5009  0.17
N  -2.1842  -4.0182  2.5188  -0.62
C  -3.1707  -3.1105  2.6792  -0.89
C  -2.9591  -1.7678  2.8619  0.58
C  -4.1011  -0.8181  3.0600  -0.91
O  -4.0438  0.1785  2.0356  -0.39
C  -1.6266  -1.3184  2.7895  -0.01
C  -1.2661  0.0658  2.8846  -0.55
N  -0.1010  0.4951  2.5706  0.83
C  0.3392  1.8237  2.6402  1.44
C  -0.3274  2.9931  2.9684  -0.83
C  0.4332  4.1502  2.9279  -0.63
C  1.7883  4.0976  2.5951  -0.97
C  2.4279  2.9065  2.2784  -0.92
C  1.6710  1.7438  2.2827  0.58
I  2.4300  0.0689  4.5158  0.17
C  -0.6208  -2.2375  2.5508  0.87
O  0.6160  -1.8761  2.2975  0.56
H  -0.2185  -5.5836  2.0876  0.30
H  0.6579  -4.7324  3.3786  0.38
H  0.9582  -4.2729  1.7326  -0.15
H  -4.1803  -3.5063  2.6634  0.34
H  -4.0406  -0.3471  4.0486  0.40
H  -5.0390  -1.3755  3.0127  0.43
H  -4.8445  0.7114  2.0740  0.25
H  -2.0082  0.7838  3.2215  0.39
H  -1.3750  3.0191  3.2422  0.51
H  -0.0231  5.1011  3.1712  0.47
H  2.3617  5.0168  2.5907  0.45
H  3.4794  2.8992  2.0365  0.53
C  1.1729  -4.6476  -1.3935  -1.61
C  0.9093  -3.1982  -1.8063  1.32
O  0.8990  -3.1311  -3.2504  -0.72
P  -0.8035  -2.6708  -1.2852  -0.09
O  -1.5932  -4.0250  -0.9906  -0.67
O  -1.4155  -2.1702  -2.6600  -0.63
O  -0.9153  -1.7101  -0.1746  0.01
P  2.3332  -2.1816  -1.1685  1.21
O  2.3090  -0.9092  -2.1583  -0.66
O  3.5826  -2.9370  -1.3543  -0.84
O  2.0075  -1.7409  0.2592  -1.37
H  0.4245  -5.2973  -1.8420  0.47
H  1.1299  -4.7669  -0.3111  0.20
H  2.1692  -4.9294  -1.7266  0.44
H  1.7560  -2.8212  -3.5669  0.45
H  -1.8780  -4.0899  -0.0655  0.39
H  -0.7913  -2.3927  -3.3785  0.46
H  3.2238  -0.6289  -2.3226  0.41
N  5.0675  -1.4795  0.9264  0.05
C  4.4193  -2.1859  1.9115  0.30
N  4.8965  -3.2786  2.4572  -0.62
N  3.9449  -3.6540  3.3386  -0.68
N  2.9537  -2.8492  3.3247  -0.42
N  3.2263  -1.8692  2.4195  1.09
C  4.5795  -0.3300  0.4047  0.12
N  5.0666  0.2508  -0.6734  -0.60
N  4.3059  1.3599  -0.8307  -0.82
N  3.4224  1.4557  0.0725  0.05
N  3.5436  0.3708  0.9221  0.30
H  5.7200  -1.9960  0.3570  0.32
O  0.8950  0.4248  0.1084  -1.78
S  0.3194  1.8166  -0.2778  1.07
C  1.0984  2.1597  -1.8885  -0.75
C  0.2233  2.1209  -3.1001  0.00
C  -0.1523  0.9027  -3.6595  0.29
C  -0.9600  0.8730  -4.7867  -0.75
C  -1.3826  2.0596  -5.3706  -0.57
C  -0.9992  3.2769  -4.8243  -0.67
C  -0.2014  3.3069  -3.6920  -0.42
C  -1.3757  1.3431  -0.6612  0.24
C  -2.2425  2.5207  -1.0217  0.16
C  -3.1299  2.4046  -2.0864  -0.41
C  -3.9592  3.4617  -2.4267  -0.86
C  -3.8978  4.6518  -1.7147  -0.49
C  -3.0161  4.7731  -0.6508  -0.99
C  -2.1987  3.7087  -0.2968  0.00
H  1.8864  1.4130  -1.9165  -0.08
H  1.5605  3.1353  -1.7431  0.73
H  0.2054  -0.0151  -3.2103  0.39
H  -1.2554  -0.0765  -5.2159  0.39
H  -2.0063  2.0347  -6.2553  0.41
H  -1.3238  4.2040  -5.2792  0.41
H  0.0909  4.2568  -3.2593  0.41
H  -1.7029  0.8545  0.2583  0.37
H  -1.3495  0.5809  -1.4387  -0.46
H  -3.1563  1.4857  -2.6599  0.50
H  -4.6425  3.3608  -3.2601  0.43
H  -4.5368  5.4821  -1.9871  0.43
H  -2.9676  5.6969  -0.0880  0.45
H  -1.5222  3.8085  0.5440  0.40

LUMO level (spin up / spin down): -1.9 / -1.9 eV
HOMO-LUMO gap (spin up / spin down): 6.28 / 6.28 eV
Total charge: 0
HOMO energy (spin up / spin down): -0.3016 / -0.3016 hartree


*B*
Formula: C32H34IN11O10P2SW
Source: the OMol25 dataset
Level of theory: ωB97M-V with the def2-TZVPD basis set

Each line ends with the Mulliken charge.
Atoms and positions in Å:
W  1.5623  -1.3076  -1.2026  0.55
C  3.5840  -1.1865  2.8693  -1.18
C  3.1394  0.1693  2.4302  0.48
N  3.1916  1.1909  3.2536  -0.60
C  2.8200  2.4156  2.8429  -1.11
C  2.4084  2.7028  1.5626  1.22
C  2.0767  4.1064  1.1515  -1.15
O  0.7365  4.1487  0.6502  -0.34
C  2.3335  1.6165  0.6647  -0.21
C  2.0071  1.7979  -0.7405  -0.54
N  1.7510  0.8758  -1.6310  0.30
C  1.3648  1.4316  -2.9312  0.30
C  0.4932  2.5231  -2.9183  0.33
C  0.1240  3.1121  -4.1168  -1.23
C  0.6128  2.6060  -5.3160  -0.60
C  1.4408  1.4928  -5.3130  -0.54
C  1.8125  0.9160  -4.1130  -0.44
I  2.2704  -1.6217  -3.9380  0.24
C  2.6657  0.3472  1.1016  0.43
O  2.6533  -0.6825  0.2730  -0.48
H  3.9357  -1.1400  3.8970  0.40
H  4.3824  -1.5535  2.2208  0.43
H  2.7657  -1.9060  2.7880  0.17
H  2.8814  3.2045  3.5830  0.32
H  2.7678  4.4501  0.3714  0.35
H  2.1963  4.7708  2.0096  0.47
H  0.3538  5.0100  0.8391  0.26
H  1.9876  2.8297  -1.0822  1.01
H  0.0801  2.9033  -1.9899  0.30
H  -0.5542  3.9555  -4.1108  0.43
H  0.3180  3.0639  -6.2511  0.39
H  1.7747  1.0618  -6.2484  0.45
C  -3.0545  -2.6476  -1.8624  -1.68
C  -1.9385  -2.6405  -2.9013  0.98
O  -2.4759  -3.1116  -4.1411  -0.73
P  -0.6005  -3.8081  -2.4092  0.36
O  -0.2205  -4.5277  -3.7512  -0.54
O  -1.2502  -4.8994  -1.4912  -0.68
O  0.5936  -3.1696  -1.7852  -0.29
P  -1.2449  -0.9579  -3.2357  1.41
O  -2.3611  0.1042  -2.7750  -0.53
O  -1.0527  -0.8757  -4.6965  -0.94
O  -0.1110  -0.7314  -2.2312  1.01
H  -3.4675  -3.6509  -1.7757  0.47
H  -3.8336  -1.9522  -2.1651  0.40
H  -2.6852  -2.3561  -0.8806  0.24
H  -2.1045  -2.5185  -4.8259  0.44
H  -0.9946  -4.5908  -4.3363  0.43
H  -0.9466  -4.9157  -0.5463  0.42
H  -2.6844  0.5452  -3.5736  0.31
N  3.3363  -4.1609  0.5626  0.01
C  1.9820  -4.1120  0.7768  0.09
N  1.2457  -5.1256  1.1857  -0.61
N  0.0043  -4.6015  1.2605  -1.00
N  0.0088  -3.3616  0.8976  0.06
N  1.2621  -2.9991  0.6066  0.51
C  3.9391  -3.1746  -0.1684  0.20
N  5.1537  -2.7200  0.0100  -0.52
N  5.2808  -1.7102  -0.9170  -0.81
N  4.2220  -1.6185  -1.6057  0.10
N  3.3147  -2.5552  -1.2056  0.12
H  3.9022  -4.7931  1.1011  0.30
O  0.1607  -0.6457  0.3104  -0.44
S  -1.2909  -0.1574  0.2601  1.03
C  -2.0367  -0.9089  1.7163  -1.54
C  -1.5443  -0.4194  3.0414  -0.17
C  -0.2441  -0.6983  3.4554  0.54
C  0.2066  -0.2327  4.6800  -0.81
C  -0.6365  0.5009  5.5020  -0.56
C  -1.9376  0.7651  5.1010  -0.81
C  -2.3886  0.3073  3.8727  -0.28
C  -1.1589  1.5685  0.7193  0.79
C  -2.5147  2.2175  0.7754  0.06
C  -2.8954  2.9138  1.9177  -0.46
C  -4.1323  3.5375  1.9769  -0.98
C  -4.9999  3.4616  0.8973  -0.44
C  -4.6234  2.7686  -0.2440  -0.96
C  -3.3832  2.1523  -0.3089  0.14
H  -1.8041  -1.9663  1.5527  0.58
H  -3.1088  -0.7488  1.5817  0.73
H  0.3951  -1.2895  2.8144  0.27
H  1.2192  -0.4407  4.9937  0.38
H  -0.2811  0.8566  6.4590  0.42
H  -2.6025  1.3234  5.7457  0.41
H  -3.4038  0.5149  3.5573  0.50
H  -0.5331  2.0061  -0.0582  -1.15
H  -0.6267  1.6350  1.6695  0.41
H  -2.2195  2.9632  2.7611  0.58
H  -4.4190  4.0800  2.8675  0.43
H  -5.9668  3.9434  0.9452  0.43
H  -5.2967  2.7111  -1.0882  0.44
H  -3.0893  1.6134  -1.2010  0.56

LUMO level (spin up / spin down): -1.8 / -1.9 eV
HOMO-LUMO gap (spin up / spin down): 4.89 / 4.78 eV
Total charge: 0
HOMO energy (spin up / spin down): -0.2468 / -0.2442 hartree


Most stable of them? *A*.


*A*
Formula: C4H2F2
Source: the OMol25 dataset
Level of theory: ωB97M-V with the def2-TZVPD basis set

Each line ends with the Mulliken charge.
Atoms and positions in Å:
C  0.4785  -2.0274  0.8287  -0.15
C  0.0595  -0.9079  0.3146  0.32
C  -0.8574  0.2572  -0.1567  -0.41
C  0.4662  0.1115  -0.5948  0.36
F  1.8006  1.2441  1.4775  -0.60
F  1.0243  0.1843  -1.7840  -0.12
H  -1.7457  0.1042  -0.6743  0.33
H  -1.2260  1.0338  0.5889  0.27

LUMO level (spin up / spin down): -3.4 / -3.4 eV
HOMO-LUMO gap (spin up / spin down): 6.54 / 6.53 eV
Total charge: 0
HOMO energy (spin up / spin down): -0.3669 / -0.3667 hartree


*B*
Formula: C4H2F2
Source: the OMol25 dataset
Level of theory: ωB97M-V with the def2-TZVPD basis set

Each line ends with the Mulliken charge.
Atoms and positions in Å:
C  -1.9189  -0.9697  -0.0954  0.24
C  -0.8969  -0.2596  -0.1874  -0.23
C  0.2099  0.5948  -0.3228  -0.85
C  1.3465  0.3288  0.2903  0.55
F  2.4169  1.1008  0.1911  -0.22
F  1.5638  -0.6663  1.0905  -0.19
H  -2.8520  -1.5456  0.0239  0.37
H  0.1307  1.4168  -0.9902  0.33

LUMO level: 0.9 eV
HOMO-LUMO gap: 10.08 eV
Total charge: 0
SMILES string: C#CC=C(F)F
HOMO energy: -0.3371 hartree


*C*
Formula: C4H2F2
Source: the OMol25 dataset
Level of theory: ωB97M-V with the def2-TZVPD basis set

Each line ends with the Mulliken charge.
Atoms and positions in Å:
C  1.4661  -1.3106  0.9735  -0.01
C  0.6804  -0.5977  0.3663  -0.30
C  -0.3871  -0.0360  -0.3945  0.30
F  -1.2749  -0.9241  -0.8430  -0.23
C  -0.8025  1.1754  -0.5259  -0.18
F  -0.0720  2.2666  -0.1798  -0.22
H  2.3280  -1.8120  1.5141  0.36
H  -1.9380  1.2385  -0.9108  0.28

LUMO level: 0.8 eV
HOMO-LUMO gap: 10.40 eV
Total charge: 0
SMILES string: C#C/C(F)=C\F
HOMO energy: -0.3519 hartree


Most stable of them? *B*.


*A*
Formula: C4H14NO
Source: the OMol25 dataset
Level of theory: ωB97M-V with the def2-TZVPD basis set

Each line ends with the Mulliken charge.
Atoms and positions in Å:
C  1.0563  -0.1434  0.2404  -1.01
C  -0.2895  0.5333  0.5365  0.72
C  -0.1607  1.0462  1.9674  -1.45
C  -0.5417  1.7212  -0.4367  -1.35
N  1.0574  -0.8894  -1.0682  -0.22
H  1.8954  0.5453  0.2652  0.38
H  1.2504  -0.8641  1.0295  0.40
H  -1.0422  -0.2138  0.2831  0.32
H  0.8055  0.8821  2.4216  0.40
H  -0.2458  2.1333  2.0259  0.34
H  -0.8910  0.6864  2.6821  0.34
H  -0.1734  1.6578  -1.4605  0.35
H  -0.3120  2.7128  -0.0482  0.36
H  -1.6387  1.7610  -0.4256  0.36
H  1.0306  -1.9069  -1.0625  0.32
H  0.1723  -0.6399  -1.5216  0.39
H  1.7836  -0.6371  -1.7416  0.36
H  -1.9786  -2.5226  -1.3123  0.32
H  -0.7098  -3.3329  -1.3861  0.31
O  -1.0684  -2.5291  -0.9882  -0.63

LUMO level: -3.4 eV
HOMO-LUMO gap: 11.86 eV
Total charge: +1
HOMO energy: -0.5625 hartree


*B*
Formula: C4H14NO
Source: the OMol25 dataset
Level of theory: ωB97M-V with the def2-TZVPD basis set

Each line ends with the Mulliken charge.
Atoms and positions in Å:
C  -1.4135  0.4383  2.9578  -0.81
N  -1.2734  -0.3817  1.6983  -0.22
H  -1.7457  1.4372  2.6969  0.33
H  -2.1472  -0.0767  3.5693  0.36
H  -0.4446  0.5029  3.4415  0.34
H  -0.4647  0.0037  1.1130  0.29
H  -2.1042  -0.2460  1.1338  0.38
H  -1.0754  -1.3511  1.8973  0.38
C  2.1159  0.1819  -1.8756  -1.38
C  0.9270  -0.3346  -1.0799  0.42
C  -0.3317  -0.4189  -1.9320  -1.19
O  0.7036  0.5921  0.0650  -0.68
H  2.9397  0.4655  -1.2293  0.36
H  1.7875  0.9761  -2.5478  0.39
H  2.4386  -0.6291  -2.5321  0.40
H  1.1416  -1.2918  -0.6072  0.27
H  -0.1205  -1.0760  -2.7771  0.38
H  -0.6013  0.5624  -2.3161  0.33
H  -1.1553  -0.8395  -1.3694  0.31
H  0.8238  1.4853  -0.3062  0.35

LUMO level: -3.3 eV
HOMO-LUMO gap: 11.45 eV
Total charge: +1
HOMO energy: -0.5420 hartree


Most stable of them? *B*.